Record 1
Entry from OMol25: one molecule with the formula C6H13N at a distorted geometry (ωB97M-V/def2-TZVPD).

Structure (XYZ):
```
20
Properties=species:S:1:pos:R:3:forces:R:3
N -1.1640 2.5571 1.6283 -0.17 -0.01 -0.36
C 0.3704 -0.7743 0.7242 0.87 -1.75 -0.26
C -0.3479 1.4088 1.5095 -1.17 0.77 -0.01
C -0.6429 0.3160 0.8024 0.95 0.20 0.64
C 1.3654 -0.4092 -2.1706 -1.97 0.05 0.12
C 0.1022 -1.2423 -1.8053 1.59 -0.47 0.55
C 0.2152 -1.8479 -0.3811 -1.26 1.70 -0.69
H -0.7895 -0.6266 -1.8760 -0.15 0.02 -0.11
H 1.3940 -0.4041 0.6186 -0.14 0.40 0.08
H 1.0727 -2.5100 -0.3078 -0.18 -0.39 -0.07
H 0.5596 1.5912 2.0742 0.31 -0.65 -0.21
H -1.6177 0.1578 0.3631 -0.12 0.19 -0.11
H 0.4178 -1.3990 1.6300 -0.25 0.45 0.22
H 0.0241 -2.0952 -2.4852 -0.22 0.19 -0.18
H -0.7591 -2.3370 -0.2598 0.41 -0.54 0.43
H 1.2647 -0.1447 -3.2228 0.63 -0.14 -0.11
H 1.2809 0.5327 -1.6273 0.46 0.00 0.15
H 2.2592 -0.9603 -1.9019 0.28 0.13 -0.26
H -1.9571 2.5930 0.9959 0.09 -0.17 0.37
H -1.4091 2.8007 2.5796 0.03 0.04 -0.19
```
Positions in Å, forces in eV/Å.

Its HOMO-LUMO gap is 9.35 eV. The calculation puts the lowest unoccupied orbital energy at 0.0434 Eh. As for the relative energy (zero: lowest compared OMol25 entry of this formula, charge and spin): 16.20 kcal/mol. As for the highest occupied orbital energy: -8.165 eV.


Record 2
Entry from OMol25: a 2-piece molecular cluster, C6H6O2 overall at a distorted geometry (ωB97M-V/def2-TZVPD).

Structure (XYZ):
```
14
Properties=species:S:1:pos:R:3:forces:R:3
O -0.2992 -1.2632 2.4904 1.43 5.68 -3.48
O 0.1683 1.6233 -1.1140 6.50 -0.47 -0.04
C -0.3213 -0.5341 -1.4530 -0.26 -5.20 -2.63
C -0.1012 -0.2574 1.6549 0.04 -9.55 3.05
C -0.4192 -1.4618 -2.3127 1.15 6.72 6.55
C -1.0190 0.4788 0.9057 -1.51 4.07 -1.09
C -0.0049 0.4300 -0.3674 -3.00 1.56 -1.41
C 0.9662 0.0025 0.6012 4.70 -0.98 4.91
H 1.6707 -0.7575 0.3434 -0.05 -1.19 -0.33
H -0.7981 -2.0275 -3.0368 -0.98 -2.17 -2.61
H -2.0586 0.3236 0.9150 -1.28 -0.96 -0.35
H 1.4769 1.4003 -1.3421 -5.78 1.56 0.55
H -0.9684 1.4875 1.3894 0.26 0.04 -0.95
H 1.7079 0.5556 1.3261 -1.22 0.89 -2.17
```
Positions in Å, forces in eV/Å.

Its HOMO-LUMO gap is 9.57 eV. The calculation puts the lowest unoccupied orbital energy at -0.0098 Eh. As for the relative energy (zero: lowest compared OMol25 entry of this formula, charge and spin): 155.30 kcal/mol. As for the highest occupied orbital energy: -9.836 eV.


Record 3
Entry from OMol25: C22H29BaN8O2 as an isolated structure at a distorted geometry (ωB97M-V/def2-TZVPD).

Structure (XYZ):
```
62
Properties=species:S:1:pos:R:3:forces:R:3
Ba -0.1602 0.4725 0.0560 -4.41 0.05 3.02
O 2.1598 0.4570 -0.1903 2.00 -0.03 -0.25
O 0.8898 1.2353 -1.8159 1.11 0.81 -2.01
N -2.0960 -1.5076 0.6867 -0.38 -0.41 0.17
N 0.7646 -1.4871 1.4580 0.58 -1.07 0.77
N 2.1525 11.0164 1.7075 0.01 -0.07 0.00
N -1.4353 -0.5717 -1.9926 -0.59 -0.45 -1.13
N 1.6685 -1.6375 -2.3774 -0.09 0.11 0.08
N 0.3346 2.3367 1.8713 0.23 0.80 0.64
N 1.1299 4.3477 2.3324 -0.06 -0.01 -0.08
N -2.4990 1.4846 1.0075 -0.91 0.29 0.33
C -1.7635 -1.9746 -1.7186 -0.23 -0.04 0.17
C 3.2501 -2.5361 -3.9298 0.02 0.04 0.01
C -2.7193 -2.0448 -0.5345 0.14 0.02 -0.13
C 3.5634 -0.3369 -3.0505 -0.02 0.08 0.01
C -3.5783 0.4835 1.0310 0.01 -0.11 0.08
C 2.3967 -0.5196 -2.3273 0.06 -0.14 -0.09
C -3.0891 -0.8628 1.5569 -0.05 0.13 -0.18
C 1.4337 3.5432 3.4067 0.04 -0.20 0.06
C 0.9461 2.3097 3.1025 0.01 0.14 0.07
C 1.7243 7.6633 0.8049 0.01 0.09 0.05
C 2.0963 -2.6205 -3.1691 -0.04 -0.05 0.01
C 0.4691 3.5696 1.4392 -0.04 -0.17 0.08
C 3.9959 -1.3681 -3.8679 -0.03 -0.01 0.02
C 1.8202 8.4675 1.9386 -0.05 -0.28 0.04
C 1.7203 7.8931 3.2037 0.03 0.08 -0.07
C 1.5010 6.5351 3.3334 -0.06 -0.14 0.05
C 2.0125 9.8806 1.8078 0.04 0.26 -0.03
C 1.5186 6.3037 0.9364 0.04 -0.17 0.02
C 1.3896 5.7381 2.2008 0.07 0.31 -0.06
C -1.4124 -2.5935 1.4055 0.09 0.10 0.13
C -0.2675 -2.1145 2.2893 -0.14 -0.09 -0.12
C 1.8146 0.5062 -1.3868 2.53 0.12 -1.66
H -0.6217 -1.3706 3.0078 0.01 -0.04 0.04
H -3.9622 -1.5160 1.6988 0.04 -0.02 0.09
H -3.9496 0.3732 0.0122 -0.06 0.02 0.02
H 1.8238 8.1070 -0.1758 -0.01 -0.01 0.00
H -2.2124 -0.1216 -2.4669 -0.01 -0.02 -0.02
H 0.0931 3.9274 0.4942 0.04 0.15 0.04
H -2.2257 -2.4811 -2.5715 0.09 -0.05 -0.01
H -2.3113 1.7956 1.9568 0.09 0.01 -0.03
H -2.6343 -0.7037 2.5381 -0.04 -0.04 0.03
H -2.1255 -3.1675 2.0135 0.01 -0.06 -0.06
H 0.9987 1.4099 3.6931 0.02 0.03 0.01
H -2.8310 2.3104 0.5182 -0.01 0.03 0.04
H 1.4787 -3.5121 -3.1889 0.05 -0.02 -0.04
H 3.5559 -3.3629 -4.5548 -0.02 -0.01 0.00
H 1.9843 3.8919 4.2614 0.01 0.05 -0.04
H 1.4869 5.6816 0.0525 -0.01 0.00 -0.01
H -0.6510 -0.5283 -2.6393 -0.01 0.02 -0.02
H 0.1011 -2.9741 2.8568 -0.01 0.06 0.08
H -3.0595 -3.0770 -0.3829 -0.04 0.02 0.02
H 4.1089 0.5943 -2.9768 0.02 -0.02 0.01
H -3.6031 -1.4542 -0.7778 -0.03 -0.02 0.02
H 4.9030 -1.2624 -4.4480 0.00 0.00 -0.01
H -4.4215 0.7980 1.6535 -0.04 -0.02 -0.06
H -0.8287 -2.4917 -1.4888 -0.01 -0.02 -0.03
H -0.9896 -3.2747 0.6630 -0.05 -0.04 0.01
H 1.5251 -1.1344 2.0325 0.03 -0.01 -0.04
H 1.3974 6.1045 4.3198 -0.03 0.00 -0.01
H 1.1932 -2.1816 0.8504 0.03 0.02 -0.03
H 1.8053 8.5180 4.0818 -0.02 -0.01 0.01
```
Positions in Å, forces in eV/Å.

As for the total charge: +1. Its HOMO-LUMO gap is 9.43 eV. The calculation puts the lowest unoccupied orbital energy at -0.0821 Eh. As for the relative energy (zero: lowest compared OMol25 entry of this formula, charge and spin): 41.89 kcal/mol. As for the highest occupied orbital energy: -11.666 eV.


Record 4
Entry from OMol25: one molecule with the formula C4H7ClOS at a distorted geometry (ωB97M-V/def2-TZVPD).

Structure (XYZ):
```
14
Properties=species:S:1:pos:R:3:forces:R:3
Cl -3.5482 -0.1483 0.3875 1.12 0.91 -0.98
S -2.0562 0.9131 -0.7322 -0.84 -1.04 1.00
O -1.2001 -2.3815 -0.2599 -0.38 -1.23 1.08
C 0.5781 0.7412 -0.9041 -2.49 -1.75 -0.71
C -0.7978 -1.4224 -0.8025 0.83 2.29 -1.78
C -0.5310 -0.0897 1.4277 0.61 -0.28 -1.85
C -0.5427 0.0095 -0.1618 -0.91 -0.74 1.64
H -0.8463 -1.0571 1.7080 -0.35 -1.34 0.05
H -0.6464 -1.4051 -1.9479 -0.05 0.07 1.08
H 0.3596 1.7522 -1.0491 -0.63 1.61 -0.79
H 0.4253 0.0359 1.8681 1.31 0.15 -0.08
H 1.4905 0.7644 -0.4850 3.07 -0.34 2.39
H 0.7572 0.1680 -1.7956 -0.18 0.34 -1.02
H -1.1534 0.5310 2.0034 -1.11 1.37 -0.01
```
Positions in Å, forces in eV/Å.

Its HOMO-LUMO gap is 8.92 eV. The calculation puts the lowest unoccupied orbital energy at -0.0163 Eh. As for the relative energy (zero: lowest compared OMol25 entry of this formula, charge and spin): 25.03 kcal/mol. As for the highest occupied orbital energy: -9.362 eV.


Record 5
Entry from OMol25: a 2-piece molecular cluster, C23H36ClF2N6O15PS overall at a distorted geometry (ωB97M-V/def2-TZVPD).

Structure (XYZ):
```
85
Properties=species:S:1:pos:R:3:forces:R:3
Cl -1.2805 1.1282 -3.7286 0.01 0.05 0.04
S -2.1635 2.1423 1.7911 -0.51 1.54 -0.39
P 0.9691 4.0384 0.6592 0.76 1.18 -1.40
F 0.6435 -2.1384 0.5123 -0.27 0.32 0.30
F -5.0474 3.5009 -1.0294 0.09 -0.20 0.00
O -2.0996 -3.1003 0.8630 0.15 0.03 0.46
O 3.3368 2.5842 -1.3521 -0.13 0.33 0.05
O 1.9341 3.4602 1.8159 -0.80 -0.01 0.31
O -0.1134 5.0129 1.3070 0.45 -0.28 0.64
O -2.3918 -2.6515 -1.3344 0.44 1.05 1.28
O 1.6969 4.7933 -0.3607 -0.06 -0.30 0.01
O -2.8530 2.8198 0.7181 -0.03 -0.45 -0.16
O -2.5335 -6.2084 -3.7669 -0.10 0.31 0.15
O -1.2751 2.9788 2.5727 0.37 -0.70 0.40
O -4.2847 0.8606 -1.8530 -0.11 -0.21 0.32
O 0.7150 -5.5347 -2.1583 0.35 -1.41 -0.10
O -4.9421 4.0825 -3.1469 -0.28 0.48 -0.48
O 0.2849 -3.4453 -1.7725 0.61 0.47 1.10
O -3.1598 -5.0143 -2.0714 0.14 -0.14 0.21
O -1.6723 -4.2558 -3.4383 -0.07 0.34 -0.15
N -3.2307 2.8624 -2.2400 -0.45 -0.21 -0.41
N -1.9755 0.8625 -2.2023 0.11 -0.54 -0.29
N 3.9436 1.1519 0.3216 0.58 -0.24 -0.86
N -1.9976 0.1737 -0.0045 -0.03 0.48 0.03
N -2.4610 -5.1688 -3.1045 0.04 -0.74 -0.49
N -0.1409 -0.3734 -1.3368 -0.18 0.03 -0.18
C -1.0929 -0.2785 2.2670 -0.31 0.16 0.56
C -3.3071 1.4905 -2.0541 0.01 0.24 0.08
C -1.3489 0.1940 -1.2325 0.27 -0.21 0.48
C 2.0407 -0.8089 1.8847 0.26 -0.03 0.40
C 4.6613 -0.0886 -0.1135 -0.25 0.08 -0.11
C 1.5062 -1.0492 0.4826 0.25 -0.60 -0.04
C -3.4343 1.5524 2.8698 -0.12 -0.53 0.05
C 4.9606 2.1817 0.5960 0.26 -0.24 0.74
C -2.9546 -0.9450 0.1257 -0.73 -0.29 -0.10
C 3.1223 1.5703 -0.7411 -0.05 0.22 -0.19
C 0.1802 1.2080 0.5391 -0.34 0.72 0.61
C 0.9658 -4.6180 -1.4606 -0.59 0.36 -0.77
C 0.8725 0.1139 -0.3363 0.24 0.04 0.13
C -1.2049 0.7042 1.0955 0.08 -0.61 0.10
C -2.4058 -2.3649 -0.0328 0.04 -0.10 -1.13
C -0.4432 0.2528 3.5258 -0.09 -0.09 0.31
C -0.5149 -0.4033 4.6821 0.00 0.19 -0.22
C 0.1859 -1.1928 -2.5193 0.08 0.38 -1.14
C 1.8832 -4.6563 -0.2785 0.23 0.49 0.19
C 0.1254 2.6291 -0.1220 -0.49 -0.33 -0.15
C 1.0384 -2.4353 -2.3839 -0.28 -0.62 0.02
C -4.4891 3.5270 -2.2199 0.24 -0.10 0.36
C 1.9946 0.6838 -1.2585 -0.14 -0.12 0.18
H 5.5936 1.7850 1.3911 -0.06 0.04 0.07
H -0.2723 4.8649 2.2476 -0.55 -0.11 -0.16
H 4.5093 3.0980 0.9622 -0.12 0.06 -0.26
H -3.5321 -0.8732 1.0430 0.32 0.20 0.20
H 0.6236 -0.6089 -3.3315 0.29 0.22 0.29
H -0.7628 -1.5355 -2.9376 -0.07 -0.22 0.27
H 2.9602 -1.3814 2.0134 0.01 -0.01 -0.07
H 0.2087 -0.1999 5.4607 -0.45 0.38 0.32
H 2.5210 -5.5311 -0.3476 -0.13 -0.12 0.02
H 4.6841 -0.1557 -1.2049 0.02 -0.09 -0.02
H -2.7834 3.1155 -3.1177 0.37 0.08 0.23
H 0.0828 1.2006 3.5123 0.57 -0.31 -0.30
H -3.8882 2.4657 3.2512 0.09 0.05 0.01
H 0.5148 2.6418 -1.1376 0.27 -0.06 0.08
H 4.2109 -0.9933 0.2827 0.11 -0.04 0.11
H 1.3712 -1.1780 2.6553 -0.19 0.05 -0.15
H -2.0301 -3.5546 -1.4955 -0.55 -0.31 -0.59
H 2.4815 -0.1503 -1.7689 -0.11 -0.15 0.12
H 1.6787 3.7980 2.6839 0.26 -0.17 0.11
H 0.7687 1.3575 1.4416 0.27 -0.26 -0.13
H -0.5874 -1.1927 1.9704 0.01 0.06 -0.28
H -0.8924 3.0041 -0.2563 -0.08 -0.17 0.11
H -2.0852 -0.6241 2.5615 -0.07 -0.08 -0.27
H 1.3016 -4.6650 0.6432 -0.08 -0.12 -0.06
H 2.2980 0.2216 2.1146 -0.03 0.06 -0.17
H 2.3533 -1.4133 -0.0953 -0.12 0.10 -0.23
H 1.2281 -2.7283 -3.4246 0.03 0.02 -0.04
H 2.5186 -3.7704 -0.2202 -0.02 0.04 -0.08
H -4.1803 0.9992 2.3021 0.05 0.04 -0.12
H -1.2623 -1.1673 4.8660 0.38 -0.43 -0.19
H 1.5245 1.2518 -2.0564 0.09 0.16 0.05
H -3.0439 0.9373 3.6746 0.08 0.18 0.11
H 5.7022 -0.0281 0.1895 -0.07 -0.07 0.27
H 2.0218 -2.3343 -1.9139 -0.04 0.39 0.12
H 5.6075 2.3684 -0.2628 -0.19 0.18 -0.12
H -3.6874 -0.8525 -0.6720 0.05 0.19 0.01
```
Positions in Å, forces in eV/Å.

Its HOMO-LUMO gap is 5.00 eV. The calculation puts the lowest unoccupied orbital energy at -0.0759 Eh. As for the relative energy (zero: lowest compared OMol25 entry of this formula, charge and spin): 0.00 kcal/mol. As for the highest occupied orbital energy: -7.069 eV.


Record 6
Entry from OMol25: C36H43N9O4PS3Zr as an isolated structure at a distorted geometry (ωB97M-V/def2-TZVPD).

Structure (XYZ):
```
97
Properties=species:S:1:pos:R:3:forces:R:3
Zr -0.6227 -1.2712 -0.4941 0.25 0.47 0.81
S -2.7753 -2.8995 -0.5462 0.02 -0.20 -0.20
S 4.7623 -4.0932 -0.0819 0.15 -0.12 0.09
S -2.3562 -1.1375 2.8698 0.60 0.02 0.08
P -1.5097 1.4600 -0.3701 -0.26 0.26 -0.37
O -2.0932 -0.8934 1.3848 -0.23 -0.05 -0.18
O 1.2077 -0.3964 -0.5076 0.97 0.79 0.55
O 2.6064 1.0178 0.5388 0.18 0.05 -0.23
O -2.6112 -1.5057 -1.2031 -0.84 -0.39 -0.39
N 5.3156 3.1732 3.3269 -0.03 -0.03 -0.01
N 1.7693 -3.7603 -3.4020 0.11 -0.06 -0.29
N 2.3032 -3.4632 0.1687 0.05 -0.09 -0.17
N -1.4824 -3.2737 0.0733 -0.47 -0.44 0.06
N 4.6006 1.1659 2.4631 0.01 -0.15 0.14
N 5.8477 1.2139 4.4138 0.04 0.08 -0.03
N 0.3227 -2.7339 -2.0867 -0.19 0.24 -0.41
N 0.5029 -1.5959 1.5857 0.61 0.26 -0.28
N -0.4064 -0.0382 -2.6316 -0.25 0.18 0.25
C 1.5559 -3.2285 -2.1909 -0.17 -0.22 0.29
C -1.9076 0.8609 -4.3637 0.00 0.04 -0.09
C -3.1384 3.1718 1.2311 -0.02 -0.06 0.00
C -2.9108 1.7420 -4.7416 -0.01 0.02 0.02
C -3.4638 2.6116 -3.8088 0.02 -0.02 0.00
C -0.2890 -2.9864 -3.3543 0.02 0.04 0.38
C 1.1010 4.0246 1.4442 -0.04 -0.01 -0.03
C -2.0414 1.6837 -2.0970 -0.03 0.00 0.17
C -3.0110 1.9819 0.5187 -0.07 -0.08 -0.06
C -4.1469 1.1986 0.2848 -0.01 0.02 -0.02
C 4.4497 -0.2873 2.3955 0.01 0.12 -0.09
C 3.3526 -3.8499 0.8396 -0.05 0.10 0.02
C 0.3659 3.3881 -1.1613 -0.02 0.09 -0.01
C -0.9011 -3.7800 -5.9512 -0.05 0.01 0.00
C -5.3858 1.5992 0.7544 0.01 -0.02 0.02
C -3.0345 2.5774 -2.4909 -0.05 0.12 -0.03
C -1.8449 -3.1128 -5.1558 0.03 0.00 0.00
C -0.2547 2.7450 -0.0934 0.05 -0.11 0.16
C 3.9003 -3.6902 -1.4825 0.15 0.07 -0.15
C 0.3610 -4.0461 -5.4698 0.06 0.01 -0.05
C 1.3498 4.3403 -0.9277 0.00 -0.01 0.05
C -2.8684 -2.8348 3.0794 -0.14 -0.07 -0.09
C 1.7110 4.6672 0.3727 -0.02 -0.05 -0.04
C 1.7299 0.1946 0.5656 -0.21 -0.20 -0.33
C -3.8910 -0.3455 3.2420 -0.14 0.08 -0.02
C -5.5032 2.7744 1.4895 0.00 0.01 0.01
C 5.2582 1.8413 3.3945 0.06 -0.05 0.03
C 1.0681 -0.2484 1.8623 -0.01 -0.36 0.06
C -1.5616 -2.7064 -3.8654 -0.04 0.11 0.01
C -1.4773 0.8515 -3.0486 0.23 -0.23 -0.08
C 0.6286 -3.6294 -4.1717 0.26 -0.15 0.03
C 2.6058 -3.3999 -1.1712 -0.35 0.16 0.03
C 1.9350 -0.0934 3.1072 0.02 -0.04 0.03
C 0.1366 3.0556 1.2118 0.02 0.03 0.00
C -4.3820 3.5546 1.7271 0.03 -0.01 0.02
C 3.2566 -0.8624 3.1698 0.00 -0.01 0.06
H 4.3645 -0.5196 1.3372 0.03 0.01 -0.03
H 0.4209 0.5061 -2.3892 0.07 0.00 -0.07
H 5.8910 0.2118 4.4509 -0.03 -0.02 0.03
H -4.2358 3.3097 -4.1055 0.03 -0.04 0.01
H -3.7320 0.7308 3.2399 -0.06 0.03 -0.03
H -3.2539 1.7553 -5.7681 0.01 0.01 0.03
H 2.4490 5.4407 0.5460 -0.03 -0.01 0.01
H 3.3466 -4.0293 1.9063 -0.01 0.03 -0.02
H 5.3733 -0.7604 2.7317 0.02 -0.02 -0.03
H -6.2654 1.0032 0.5416 0.03 0.02 0.00
H -2.2929 3.8276 1.3795 0.05 0.00 0.01
H 1.8132 4.8477 -1.7639 -0.01 -0.01 0.02
H 1.2388 -2.2545 1.2991 -0.06 -0.03 0.11
H -1.4549 0.1965 -5.0925 -0.02 0.02 0.02
H -2.8261 -2.9085 -5.5644 0.02 0.00 0.01
H 4.0852 1.6749 1.7573 -0.08 0.01 -0.04
H 2.6031 -4.2541 -3.6743 -0.03 -0.07 0.01
H 3.1151 -1.8808 2.7984 -0.01 -0.03 0.08
H -1.1673 -4.0868 -6.9540 0.00 0.02 0.03
H 1.3451 4.2993 2.4633 0.04 0.00 -0.02
H 1.1048 -4.5521 -6.0723 -0.03 0.01 0.03
H -4.4736 4.4818 2.2779 0.00 -0.02 -0.01
H 0.0494 -1.9797 2.4055 -0.13 0.00 -0.03
H -0.3413 2.5722 2.0590 -0.03 0.05 -0.03
H -2.1728 -3.4656 2.5286 0.02 -0.03 0.06
H 0.2166 0.4239 2.0031 -0.09 0.01 -0.06
H -2.3057 -2.1601 -3.3083 -0.02 -0.01 0.04
H 3.5201 -0.9694 4.2242 0.02 0.04 -0.01
H 4.9565 3.6595 2.5229 0.02 0.01 0.00
H -2.8131 -3.0576 4.1459 -0.04 0.01 -0.03
H 1.3306 -0.4048 3.9628 -0.03 0.02 -0.01
H 2.1063 0.9777 3.2433 0.05 -0.03 0.00
H 5.8503 3.7080 3.9902 0.00 0.01 0.01
H -6.4711 3.0898 1.8583 0.03 0.00 -0.01
H -4.6232 -0.6355 2.4887 -0.02 0.04 0.08
H -4.0623 0.2936 -0.3054 -0.01 0.01 0.01
H -4.1870 -0.6876 4.2357 -0.01 0.06 -0.02
H -3.8860 -2.9795 2.7139 0.06 -0.04 -0.03
H -0.1447 -0.6179 -3.4233 0.01 -0.12 0.05
H 6.4375 1.7175 5.0557 0.00 0.00 0.00
H 0.0543 3.1870 -2.1802 0.02 -0.02 0.03
H 4.3890 -3.6858 -2.4463 -0.04 0.02 0.07
H -3.4860 3.2431 -1.7651 0.01 -0.04 0.00
```
Positions in Å, forces in eV/Å.

As for the total charge: +3. Its HOMO-LUMO gap is 7.16 eV. The calculation puts the lowest unoccupied orbital energy at -0.3002 Eh. As for the relative energy (zero: lowest compared OMol25 entry of this formula, charge and spin): 29.47 kcal/mol. As for the highest occupied orbital energy: -15.330 eV.